Here is 2 unconnected molecules or ions with the total composition C4H9N2O2 from the Open Molecules 2025 dataset. Energies are from ωB97M-V/def2-TZVPD.

Computed properties:
- HOMO energy (spin up / spin down): -13.7 / -13.6 eV
- Energy above the lowest of the compared OMol25 structures with the same formula, charge and spin: 140.2 kcal per mole
- HOMO-LUMO gap (spin up / spin down): 8.30 / 7.92 eV
- DFT total energy: -417.35793 hartree

Geometry as ORCA input:
```
! wB97M-V def2-TZVPD RIJCOSX def2/J DEFGRID3
* xyz 1 1
C 1.2151 1.0664 -0.7108
C -1.0475 -0.9314 -0.5931
C 0.7194 -1.3937 0.9629
C 0.2641 0.8120 0.3200
N -1.2518 2.0171 -0.7169
N -0.3766 -0.3737 0.6053
O 1.7056 0.3835 -1.5744
O -1.1675 3.1733 -0.7049
H 1.6477 2.0635 -0.5542
H -2.0549 -1.0267 -0.3845
H -0.8657 -0.2748 -1.4816
H -0.6458 -1.9402 -0.7255
H 1.3599 -1.3136 0.0498
H 1.1988 -1.1288 1.9136
H 0.2319 -2.3628 1.1083
H 0.2389 1.6057 1.0965
H -1.1716 -0.3759 1.3897
*
```

Population analysis type Mulliken, resulting atomic charges in e:
1 C -0.006
2 C -0.685
3 C -0.898
4 C -0.685
5 N 0.289
6 N 0.025
7 O -0.454
8 O -0.128
9 H 0.390
10 H 0.415
11 H 0.311
12 H 0.331
13 H 0.480
14 H 0.313
15 H 0.372
16 H 0.500
17 H 0.431

---

Here is a single C3H2I2N2 molecule from the Open Molecules 2025 dataset. Energies are from ωB97M-V/def2-TZVPD.

Computed properties:
- HOMO energy (spin up / spin down): -8.8 / -8.6 eV
- Energy above the lowest of the compared OMol25 structures with the same formula, charge and spin: 126.5 kcal per mole
- HOMO-LUMO gap (spin up / spin down): 7.88 / 6.36 eV
- DFT total energy: -820.20116 hartree

Geometry as ORCA input:
```
! wB97M-V def2-TZVPD RIJCOSX def2/J DEFGRID3
* xyz 0 1
C -0.8719 1.0359 0.7792
C -0.2481 -0.8638 -0.5266
C 0.1501 1.2729 1.6599
N -0.9582 -0.2816 0.3961
N 0.2932 -0.2738 -1.5292
I 1.9506 0.5436 2.2331
I 1.3166 -1.2535 -3.0075
H -1.4406 1.8169 0.3677
H -0.1917 -1.9965 -0.3726
*
```

Population analysis type Mulliken, resulting atomic charges in e:
1 C 0.042
2 C 0.173
3 C -0.336
4 N -0.376
5 N -0.518
6 I 0.187
7 I 0.167
8 H 0.342
9 H 0.320

---

Here is a molecular structure, C62H140F18N11O32S6 from the Open Molecules 2025 dataset. Energies are from ωB97M-V/def2-TZVPD.

Computed properties:
- HOMO energy: -8.7 eV
- HOMO-LUMO gap: 6.82 eV
- DFT total energy: -9642.26805 hartree

Geometry as ORCA input:
```
! wB97M-V def2-TZVPD RIJCOSX def2/J DEFGRID3
* xyz 1 1
C 7.5046 -2.7246 -1.2843
C 7.1396 -2.1473 0.1517
N 7.3803 -0.6506 0.3872
C 6.5787 0.2087 -0.6060
C 7.0417 -0.1618 1.8210
C 5.5366 -0.3084 2.1707
C 8.8536 -0.1448 0.0695
C 10.0160 -0.8264 0.8284
O 10.2085 -2.0713 0.2350
C 11.5440 -2.6425 0.5571
H 7.1474 -2.0720 -2.0810
H 7.2011 -3.7432 -1.5258
H 8.5745 -2.6506 -1.4793
H 7.6364 -2.6337 0.9912
H 6.0819 -2.3863 0.2627
H 6.9262 0.0330 -1.6241
H 6.7363 1.2536 -0.3384
H 5.5188 -0.0403 -0.5536
H 7.3252 0.8874 1.9037
H 7.6698 -0.7613 2.4798
H 5.4985 0.0664 3.1935
H 5.1749 -1.3239 2.0095
H 4.9597 0.3461 1.5173
H 8.8760 0.9129 0.3318
H 9.0236 -0.1172 -1.0068
H 9.8919 -0.7976 1.9110
H 10.8534 -0.1367 0.7230
H 12.3786 -2.1052 0.1066
H 11.7260 -3.6493 0.1813
H 11.7735 -2.6013 1.6219
C 1.1741 1.7495 5.7160
C -0.2248 2.3375 5.9756
N -0.7065 2.3749 7.4854
C -2.1833 3.0393 7.4693
C -0.9078 0.8778 7.9311
C -2.1370 0.1123 7.3552
C 0.4670 3.0387 8.3456
C 0.0779 3.6222 9.6873
O -0.9559 2.8414 10.1885
C -1.4078 3.2760 11.4101
H 1.3762 0.7338 6.0560
H 1.9510 2.3986 6.1198
H 1.2710 1.8785 4.6380
H -1.0307 1.7179 5.5822
H -0.2717 3.3998 5.7358
H -2.7010 2.8615 8.4118
H -2.7619 2.6235 6.6444
H -2.0817 4.1225 7.4016
H -0.9310 0.9832 9.0157
H -0.0651 0.2087 7.7572
H -2.2345 -0.9018 7.7428
H -2.0772 0.0024 6.2724
H -3.1113 0.5393 7.5930
H 0.9327 3.7728 7.6881
H 1.1501 2.1905 8.3936
H -0.1706 4.6808 9.6117
H 0.9910 3.5340 10.2759
H -2.1620 2.6304 11.8601
H -1.7801 4.3000 11.3811
H -0.6179 3.1446 12.1497
C -2.0168 -1.7499 1.2819
C -1.0165 -1.4587 0.1512
N -0.6016 0.0559 -0.0197
C 0.3919 0.1514 -1.1878
C -1.9016 0.9241 -0.3026
C -2.8996 0.3604 -1.4467
C 0.0944 0.6865 1.2509
C 1.3660 -0.0745 1.7825
O 1.0009 -1.2510 2.4637
C 2.0270 -2.1457 2.8862
H -2.1326 -2.8228 1.4353
H -3.0014 -1.3762 1.0007
H -1.7352 -1.3493 2.2557
H -1.2831 -1.7250 -0.8716
H -0.0716 -1.9724 0.3285
H 1.3128 -0.3105 -0.8321
H 0.6174 1.1919 -1.4218
H 0.0089 -0.3254 -2.0900
H -1.4859 1.8919 -0.5832
H -2.4567 1.0478 0.6273
H -2.4446 -0.1517 -2.2946
H -3.4304 1.1353 -1.9998
H -3.5319 -0.4681 -1.1275
H -0.6692 0.6139 2.0253
H 0.3571 1.7051 0.9654
H 1.8726 0.4654 2.5824
H 1.9938 -0.2213 0.9036
H 2.8881 -1.6489 3.3332
H 2.4393 -2.8513 2.1649
H 1.6421 -2.8338 3.6389
C -1.0176 -5.1964 -0.8804
C 0.3359 -5.8103 -1.2526
N 1.0810 -6.5538 -0.0389
C 0.0547 -7.6561 0.3108
C 2.4548 -7.1276 -0.5342
C 3.6462 -6.0999 -0.7886
C 1.2916 -5.5707 1.1978
C 1.6136 -6.2163 2.5443
O 2.7526 -7.0625 2.4021
C 3.0313 -8.0389 3.3618
H -1.8807 -5.8609 -0.8400
H -1.3128 -4.4816 -1.6485
H -1.0376 -4.6199 0.0444
H 1.0220 -5.0348 -1.5933
H 0.2304 -6.5594 -2.0373
H -0.2202 -8.3454 -0.4876
H -0.8088 -7.1002 0.6762
H 0.4823 -8.1349 1.1917
H 2.3055 -7.7128 -1.4416
H 2.5922 -7.9377 0.1820
H 3.2842 -5.3643 -1.5070
H 4.5938 -6.5936 -1.0037
H 3.8493 -5.4929 0.0936
H 0.4220 -4.9730 1.4712
H 2.0394 -4.8059 0.9880
H 0.8963 -6.8985 3.0006
H 1.8821 -5.4247 3.2437
H 3.1754 -7.5467 4.3236
H 3.9619 -8.5959 3.2528
H 2.1909 -8.7330 3.3605
C -5.7173 3.1303 -0.6759
N -7.1305 2.8517 -0.0618
C -7.0152 1.3708 0.4033
C -7.3321 3.5496 1.3005
C -8.2834 3.0709 -1.0946
C -8.7392 4.5498 -1.2800
O -7.6709 5.3902 -1.6712
H -4.9635 3.0130 0.1027
H -5.6416 4.1531 -1.0451
H -5.6748 2.4445 -1.5221
H -6.2298 1.3630 1.1591
H -6.8424 0.7671 -0.4876
H -7.9954 1.1715 0.8364
H -8.3726 3.3740 1.5736
H -7.1442 4.6090 1.1262
H -6.6110 3.1847 2.0319
H -9.0130 2.4126 -0.6230
H -7.8487 2.6467 -1.9997
H -9.3609 4.9016 -0.4568
H -9.4886 4.4481 -2.0649
H -7.2889 5.1268 -2.5117
C -2.5316 4.3108 -1.8254
N -2.2218 5.8214 -1.9049
C -2.6192 6.3977 -0.4988
C -0.7117 5.9570 -2.2147
C -3.1209 6.4818 -2.9921
C -2.8595 8.0025 -3.1686
O -1.6874 8.1551 -3.8897
H -1.9092 3.8822 -1.0399
H -2.2315 3.6786 -2.6610
H -3.5995 4.1901 -1.6434
H -3.6129 5.9901 -0.3127
H -2.5730 7.4857 -0.5448
H -1.9227 6.0698 0.2729
H -0.6528 5.6209 -3.2499
H -0.0688 5.3057 -1.6226
H -0.4001 6.9993 -2.1463
H -4.1567 6.1929 -2.8140
H -2.9591 5.9597 -3.9352
H -2.7944 8.5931 -2.2549
H -3.6996 8.3945 -3.7420
H -1.7622 8.9049 -4.4844
C -3.1453 1.2845 -5.3959
N -2.4791 0.2908 -6.2908
C -1.7391 0.9413 -7.5160
C -1.4670 -0.4902 -5.4355
C -3.6138 -0.5589 -6.9099
C -3.3790 -1.3463 -8.1725
O -2.2473 -2.1287 -8.1030
H -3.8627 1.8881 -5.9519
H -2.4076 1.9505 -4.9483
H -3.7540 0.8664 -4.5942
H -1.0350 0.1792 -7.8500
H -1.1521 1.8157 -7.2351
H -2.5178 1.3316 -8.1713
H -0.7918 0.1864 -4.9117
H -0.9008 -1.2036 -6.0345
H -1.9745 -0.9786 -4.6036
H -4.4644 0.1057 -7.0614
H -3.8777 -1.2577 -6.1162
H -3.3291 -0.7539 -9.0862
H -4.3087 -1.8885 -8.3445
H -2.1421 -2.7167 -8.8545
C 3.9575 1.2298 -3.2983
N 3.7876 0.4028 -4.5851
C 2.2937 0.0628 -4.7469
C 4.1809 1.2252 -5.8063
C 4.7782 -0.8609 -4.5848
C 4.7399 -1.7860 -5.8455
O 5.4041 -1.2224 -7.0130
H 5.0056 1.4770 -3.1299
H 3.6813 0.5284 -2.5110
H 3.4131 2.1701 -3.3855
H 1.7183 0.9869 -4.8021
H 2.1018 -0.5484 -3.8650
H 2.2675 -0.5269 -5.6633
H 3.5116 2.0628 -5.6104
H 3.8815 0.7937 -6.7614
H 5.2444 1.4607 -5.7671
H 4.4796 -1.4963 -3.7510
H 5.7975 -0.4933 -4.4662
H 3.7224 -2.1300 -6.0315
H 5.3297 -2.6852 -5.6679
H 5.7072 -2.0189 -7.4550
O 0.0909 2.9182 -2.8781
C 0.4792 3.2938 -4.0522
O 1.6076 3.7846 -4.1516
O -0.3292 3.2674 -4.9694
H 0.9527 3.2741 -2.6492
O 3.9097 -3.0536 -2.1438
C 3.2124 -2.5480 -1.0742
O 2.0366 -2.8452 -1.0313
O 3.7072 -1.8143 -0.2260
H 3.1480 -3.3991 -2.6149
O 0.2989 -2.9053 -3.1319
C 0.9820 -3.3053 -4.2324
O 2.1924 -3.6363 -4.0662
O 0.4166 -3.3375 -5.3974
H 0.9372 -2.9109 -2.4148
O -2.3146 2.6742 3.4002
C -2.1200 3.4607 2.3728
O -3.1892 3.6815 1.7857
O -0.9647 3.8301 2.0927
H -3.2488 2.8160 3.2307
C 4.0705 5.2628 -0.5533
F 5.2761 4.9317 -1.0160
F 4.2837 6.2079 0.4050
F 3.2561 5.8335 -1.5482
S 3.2147 3.6028 0.1393
O 2.1990 3.2513 -0.8557
O 4.2833 2.6047 0.2965
N 2.3853 4.1830 1.5811
S 3.4869 3.9187 2.6414
O 3.3850 2.5697 3.2680
O 4.8182 4.3548 2.3427
C 2.9336 5.2820 3.9398
F 1.7023 4.9682 4.3156
F 3.7726 5.2013 4.9955
F 2.9154 6.5319 3.3747
C -5.3071 -3.1137 -1.2937
F -4.0464 -3.4884 -1.2386
F -6.1434 -4.0098 -0.8615
F -5.3857 -1.9680 -0.6265
S -5.5351 -2.7140 -3.1895
O -4.3282 -1.9303 -3.5907
O -5.6422 -4.0031 -3.8074
N -7.0423 -1.8809 -3.2437
S -6.7130 -0.4638 -3.7469
O -6.1517 0.3798 -2.6893
O -6.0488 -0.2992 -5.0762
C -8.4613 0.3465 -4.1155
F -9.0930 -0.2695 -5.1320
F -9.2287 0.2362 -3.0349
F -8.3055 1.6349 -4.4724
C -2.9911 -3.9263 6.7804
F -2.4809 -3.1781 7.7305
F -2.6298 -5.1792 7.1250
F -4.3353 -3.6520 6.6601
S -2.2485 -3.4351 5.0329
O -2.2970 -1.9751 5.0031
O -0.9070 -4.0705 4.9816
N -3.4173 -4.1799 3.9418
S -2.8208 -5.4596 3.4278
O -1.6632 -5.3034 2.5550
O -2.7669 -6.5370 4.4107
C -4.1868 -6.0337 2.1706
F -5.2737 -6.3323 2.8861
F -4.3685 -5.0650 1.2213
F -3.8187 -7.1965 1.6433
*
```

Atomic partial charges in e from the Mulliken method, atoms 1 to 99:
1 C -1.089
2 C 0.069
3 N 0.615
4 C -1.336
5 C -0.775
6 C -0.409
7 C -0.734
8 C -0.804
9 O -0.226
10 C -0.894
11 H -0.037
12 H 0.469
13 H 0.269
14 H 0.472
15 H 0.064
16 H 0.564
17 H 0.533
18 H 0.082
19 H 0.424
20 H 0.337
21 H 0.518
22 H 0.083
23 H -0.034
24 H 0.560
25 H 0.420
26 H 0.429
27 H 0.528
28 H 0.345
29 H 0.288
30 H 0.333
31 C -1.058
32 C -0.456
33 N 0.954
34 C -0.994
35 C -0.500
36 C -0.925
37 C -0.659
38 C -1.008
39 O -0.254
40 C -0.874
41 H 0.338
42 H 0.373
43 H -0.044
44 H 0.062
45 H 0.599
46 H 0.236
47 H 0.383
48 H 0.354
49 H 0.430
50 H 0.330
51 H 0.371
52 H 0.277
53 H 0.263
54 H 0.470
55 H 0.447
56 H 0.485
57 H 0.460
58 H 0.291
59 H 0.320
60 H 0.333
61 C -0.913
62 C 0.412
63 N 0.830
64 C 1.666
65 C 0.484
66 C 0.204
67 C -1.040
68 C 0.294
69 O 0.410
70 C -0.365
71 H -0.279
72 H 0.030
73 H 0.027
74 H 0.961
75 H -0.267
76 H -0.774
77 H -0.680
78 H -0.005
79 H -0.685
80 H 0.721
81 H -0.222
82 H -0.097
83 H -0.374
84 H 0.536
85 H 0.200
86 H 0.463
87 H -0.927
88 H 0.307
89 H -0.327
90 H 0.210
91 C -0.827
92 C -0.110
93 N 0.293
94 C -0.803
95 C -0.639
96 C -0.707
97 C 2.571
98 C -1.230
99 O -0.321

---

Here is 2 unconnected molecules or ions with the total composition C4H12S from the Open Molecules 2025 dataset. Energies are from ωB97M-V/def2-TZVPD.

Computed properties:
- HOMO energy: -9.0 eV
- SMILES string: CCS.CC
- Energy above the lowest of the compared OMol25 structures with the same formula, charge and spin: 4.5 kcal per mole
- HOMO-LUMO gap: 10.02 eV
- DFT total energy: -557.76320 hartree

Geometry as ORCA input:
```
! wB97M-V def2-TZVPD RIJCOSX def2/J DEFGRID3
* xyz 0 1
C -0.0448 -1.6348 -1.3774
C -0.2383 -0.1388 -1.4855
S 1.2627 0.8754 -1.2107
H 0.9897 -1.8936 -1.6486
H -0.6208 -2.1465 -2.1448
H -0.1817 -2.1166 -0.4167
H -0.5512 0.1474 -2.4905
H -1.0043 0.2433 -0.8123
H 1.6023 0.2763 -0.0611
C -1.0842 -0.6468 2.6087
C -0.9408 0.8425 2.2776
H -0.5462 -1.1912 1.8263
H -0.5881 -0.9017 3.5458
H -2.0813 -1.0892 2.5992
H -1.1571 1.5258 3.0930
H 0.0566 1.0206 1.9073
H -1.6315 1.0819 1.4648
*
```

Population analysis type Mulliken, resulting atomic charges in e:
1 C -0.980
2 C -0.299
3 S -0.206
4 H 0.313
5 H 0.310
6 H 0.258
7 H 0.316
8 H 0.201
9 H 0.071
10 C -0.600
11 C -0.719
12 H 0.029
13 H 0.303
14 H 0.289
15 H 0.332
16 H 0.182
17 H 0.200

---

Here is a molecular structure, CHClFNO2 from the Open Molecules 2025 dataset. Energies are from ωB97M-V/def2-TZVPD.

Computed properties:
- HOMO energy: -10.3 eV
- Energy above the lowest of the compared OMol25 structures with the same formula, charge and spin: 19.3 kcal per mole
- HOMO-LUMO gap: 8.46 eV
- DFT total energy: -803.85394 hartree

Geometry as ORCA input:
```
! wB97M-V def2-TZVPD RIJCOSX def2/J DEFGRID3
* xyz 0 1
C 1.0600 -0.5853 -0.0389
N 0.8084 0.5914 0.4201
O 0.8909 -1.7349 0.0319
O 0.3248 1.6291 0.0805
F -2.6021 -0.2038 0.1338
Cl 2.8878 0.1484 -0.3697
H -3.3699 0.1549 -0.2576
*
```

Population analysis type Mulliken, resulting atomic charges in e:
1 C 0.615
2 N 0.250
3 O -0.317
4 O -0.306
5 F -0.385
6 Cl -0.248
7 H 0.391

---

Here is a gas-phase ion, C3H4N5O3P (charge -2) from the Open Molecules 2025 dataset. Energies are from ωB97M-V/def2-TZVPD.

Computed properties:
- HOMO energy: 0.7 eV
- Energy above the lowest of the compared OMol25 structures with the same formula, charge and spin: 74.2 kcal per mole
- HOMO-LUMO gap: 5.73 eV
- DFT total energy: -957.47925 hartree

Geometry as ORCA input:
```
! wB97M-V def2-TZVPD RIJCOSX def2/J DEFGRID3
* xyz -2 1
C 1.3354 0.7310 0.4615
C 1.9276 -0.4554 0.3439
C -1.8362 -0.5822 0.8725
N 1.3718 -1.6906 0.0686
N -0.8140 -1.0762 0.3605
N 0.0796 -1.9107 0.1011
N 1.1706 1.6990 1.2233
N 3.2801 -0.5297 -0.1744
O -3.0819 1.7654 0.5212
O -2.2582 0.5248 -1.6104
O -4.1531 -0.4864 -0.1958
P -2.9804 0.3950 -0.0465
H 0.5817 2.5233 0.8721
H -1.4136 0.2151 -1.2495
H 3.5014 0.3183 -0.7534
H 3.2892 -1.4406 -0.7948
*
```

Population analysis type Mulliken, resulting atomic charges in e:
1 C 0.271
2 C 0.137
3 C -0.522
4 N -0.340
5 N 0.835
6 N -1.012
7 N -0.654
8 N -0.672
9 O -0.765
10 O -0.631
11 O -0.751
12 P 1.000
13 H 0.265
14 H 0.301
15 H 0.220
16 H 0.319

---

Which formula does entry 5 have?
CHClFNO2

---

Which of these has the lowest DFT total energy?
C62H140F18N11O32S6